Here is a cluster of 2 separate species, C3H5Cl in total at a distorted geometry from the OMol25 dataset. Energies are from ωB97M-V/def2-TZVPD.

```
9
C3H5Cl, DFT ωB97M-V/def2-TZVPD
C -0.423 0.533 0.593
C -0.321 -0.919 0.220
C 0.717 0.028 -0.219
Cl 2.406 -0.009 -0.057
H -1.093 0.993 -0.010
H -0.228 1.068 1.551
H 0.069 -1.723 0.779
H -1.085 -1.129 -0.470
H -0.043 1.158 -2.387
```

Energy relative to the best compared isomer or geometry (same formula, charge and spin), kcal per mole: 124.2
Highest occupied orbital energy (spin up / spin down), eV: -10.1 / -8.2
Frontier orbital gap (spin up / spin down), eV: 10.22 / 7.74
Spin multiplicity: 1
LUMO (spin up / spin down), eV: 0.1 / -0.4

---

Here is the molecule C6H10O from the OMol25 dataset. Energies are from ωB97M-V/def2-TZVPD.

```
17
C6H10O, DFT ωB97M-V/def2-TZVPD
C -1.659 -1.082 0.581
C -0.322 -0.643 0.150
C 0.712 -0.281 1.070
C 0.610 1.298 0.411
C 0.999 0.882 -1.045
C 0.077 -0.337 -1.259
O -0.644 1.634 0.542
H -2.336 -1.293 -0.250
H -2.027 -0.209 1.144
H -1.610 -1.932 1.271
H 1.711 -0.662 0.843
H 0.457 -0.334 2.128
H 1.382 1.967 0.857
H 2.062 0.625 -1.131
H 0.778 1.698 -1.740
H -0.800 -0.137 -1.878
H 0.610 -1.193 -1.696
```

Energy relative to the best compared isomer or geometry (same formula, charge and spin), kcal per mole: 66.8
Highest occupied orbital energy (spin up / spin down), eV: -8.0 / -8.0
Frontier orbital gap (spin up / spin down), eV: 7.60 / 7.60
Spin multiplicity: 1
LUMO (spin up / spin down), eV: -0.4 / -0.4

---

Here is a cluster of 6 separate species, C6H16Cl4N4O8 in total at a distorted geometry from the OMol25 dataset. Energies are from ωB97M-V/def2-TZVPD.

```
38
C6H16Cl4N4O8, DFT ωB97M-V/def2-TZVPD
C -1.096 -2.250 2.312
N 0.273 -2.830 2.198
O 0.537 -3.280 1.099
O 1.026 -2.876 3.156
H -1.209 -1.717 3.255
H -1.843 -3.035 2.431
H -1.309 -1.761 1.361
C 1.098 -0.043 -0.422
N -0.384 -0.251 -0.419
O -0.914 -0.504 0.659
O -0.967 -0.136 -1.497
H 1.557 -0.798 0.216
H 1.184 0.969 -0.025
H 1.551 -0.175 -1.405
C 1.798 3.611 1.169
N 1.344 2.346 1.789
O 0.591 1.618 1.158
O 1.805 2.062 2.865
H 0.937 3.954 0.595
H 2.619 3.353 0.501
H 2.094 4.357 1.907
C -0.813 -1.586 -3.357
N -1.550 -0.472 -3.940
O -1.186 0.683 -3.668
O -2.413 -0.732 -4.734
H -0.051 -1.202 -2.680
H -0.388 -2.090 -4.225
H -1.458 -2.258 -2.791
C -2.755 1.704 -1.855
Cl -1.845 3.012 -2.677
Cl -4.397 2.121 -1.444
H -2.750 0.887 -2.576
H -2.203 1.338 -0.989
C 2.054 -0.858 2.353
Cl 3.523 -0.807 1.376
Cl 2.495 -0.175 3.965
H 1.235 -0.262 1.950
H 1.811 -1.920 2.391
```

Energy relative to the best compared isomer or geometry (same formula, charge and spin), kcal per mole: 123.5
Highest occupied orbital energy, eV: -10.2
Frontier orbital gap, eV: 9.40
SMILES string: C[N+](=O)[O-].C[N+](=O)[O-].C[N+](=O)[O-].C[N+](=O)[O-].ClCCl.ClCCl
Spin multiplicity: 1
LUMO, eV: -0.8

---

Here is a cluster of 10 separate species, C14H48O10 in total at a distorted geometry from the OMol25 dataset. Energies are from ωB97M-V/def2-TZVPD.

```
72
C14H48O10, DFT ωB97M-V/def2-TZVPD
C 0.625 -3.252 -0.941
C 1.550 -4.132 -0.155
O 2.527 -3.289 0.313
H -0.163 -3.881 -1.404
H 1.151 -2.762 -1.727
H 0.125 -2.560 -0.330
H 1.968 -4.986 -0.684
H 1.057 -4.605 0.680
H 3.176 -3.833 0.744
C -0.776 4.910 -2.033
C 0.143 3.684 -1.969
O -0.327 2.355 -2.287
H -1.273 4.925 -3.001
H -0.173 5.786 -1.823
H -1.614 4.849 -1.286
H 0.530 3.696 -0.929
H 0.988 3.753 -2.569
H 0.416 1.806 -2.516
C 0.902 0.497 0.401
C 0.643 -0.265 1.690
O 1.811 -0.995 2.024
H -0.015 1.132 0.215
H 1.048 -0.236 -0.428
H 1.781 1.152 0.483
H -0.210 -0.913 1.575
H 0.482 0.505 2.434
H 1.894 -1.678 1.365
C -1.717 3.159 1.602
C -2.731 4.198 2.149
O -3.861 3.899 1.371
H -1.460 3.315 0.590
H -2.185 2.176 1.710
H -0.812 3.197 2.203
H -2.395 5.218 1.943
H -2.848 4.070 3.171
H -4.537 4.565 1.566
C 0.212 -3.461 3.753
O -0.341 -4.722 3.991
H 1.197 -3.184 4.246
H -0.560 -2.713 4.020
H 0.294 -3.349 2.702
H -0.678 -4.695 4.902
C 3.218 1.792 -3.249
O 2.073 1.083 -2.866
H 2.989 2.490 -4.038
H 3.950 1.109 -3.670
H 3.672 2.385 -2.426
H 2.356 0.364 -2.320
C -1.998 -0.327 4.228
O -3.075 -1.213 4.124
H -1.553 -0.244 3.215
H -1.379 -0.697 4.981
H -2.225 0.694 4.525
H -3.876 -0.685 4.089
C 3.769 -1.901 -2.846
O 3.181 -1.246 -1.672
H 2.991 -2.505 -3.385
H 4.639 -2.504 -2.619
H 4.083 -1.104 -3.494
H 2.975 -1.966 -1.043
C -0.249 -0.972 -3.175
O -0.493 -0.093 -4.286
H -0.735 -0.525 -2.287
H 0.806 -0.996 -2.877
H -0.578 -1.989 -3.425
H -1.446 -0.152 -4.518
C -2.881 -0.516 0.274
O -4.255 -0.692 0.270
H -2.432 -0.388 -0.699
H -2.394 -1.408 0.776
H -2.521 0.298 0.896
H -4.457 -1.431 -0.245
```

Energy relative to the best compared isomer or geometry (same formula, charge and spin), kcal per mole: 101.3
Highest occupied orbital energy, eV: -9.2
Frontier orbital gap, eV: 9.52
SMILES string: CCO.CCO.CCO.CCO.CO.CO.CO.CO.CO.CO
Spin multiplicity: 1
LUMO, eV: 0.4

---

Here is a cluster of 11 separate species, C34H51N11O4 in total at a distorted geometry from the OMol25 dataset. Energies are from ωB97M-V/def2-TZVPD.

```
100
C34H51N11O4, DFT ωB97M-V/def2-TZVPD
C 2.858 -0.026 2.122
C 1.914 0.714 1.100
C 2.218 2.109 0.838
C 1.313 2.846 -0.097
C 0.170 2.158 -0.712
C -0.785 2.980 -1.662
C -2.291 2.691 -1.197
C -0.591 4.544 -1.481
C -0.048 0.746 -0.433
O -1.100 -0.004 -1.014
C -1.997 -0.433 0.026
N -3.269 -0.947 -0.494
C -4.237 0.109 -0.723
O -4.506 0.356 -1.870
O -4.804 0.850 0.299
C -6.237 0.816 0.280
C -6.787 2.267 0.611
O -7.898 2.212 1.523
C 0.822 -0.003 0.480
H 2.526 0.315 3.142
H 2.743 -1.132 2.056
H 3.897 0.343 1.968
H 3.082 2.633 1.307
H 1.562 3.909 -0.280
H -0.657 2.705 -2.739
H -2.697 1.932 -1.906
H -2.919 3.613 -1.220
H -2.312 2.241 -0.170
H -1.250 5.026 -2.246
H -0.917 4.882 -0.465
H 0.464 4.873 -1.636
H -1.531 -1.273 0.613
H -2.136 0.418 0.755
H -3.623 -1.655 0.157
H -6.684 0.536 -0.703
H -6.693 0.144 1.052
H -5.988 2.892 1.098
H -7.155 2.793 -0.315
H -7.856 2.962 2.136
H 0.645 -1.080 0.700
C 1.625 -1.464 -3.598
C 2.688 -1.610 -2.577
N 3.504 -1.719 -1.778
H 1.492 -2.406 -4.130
H 0.686 -1.189 -3.117
H 1.902 -0.687 -4.310
C 5.107 -4.713 -1.504
C 5.190 -5.936 -0.673
N 5.255 -6.882 -0.025
H 4.268 -4.101 -1.177
H 6.026 -4.137 -1.408
H 4.963 -4.984 -2.550
C -1.743 -4.545 0.708
C -2.610 -3.653 1.513
N -3.280 -2.959 2.138
H -2.162 -4.665 -0.291
H -0.744 -4.118 0.626
H -1.673 -5.523 1.183
C 4.739 5.204 3.618
C 3.920 5.674 2.466
N 3.285 6.041 1.575
H 4.755 5.967 4.396
H 4.315 4.288 4.029
H 5.759 5.008 3.290
C 1.560 8.444 -2.207
C 1.363 7.274 -3.092
N 1.210 6.365 -3.775
H 0.962 9.282 -2.562
H 1.257 8.194 -1.191
H 2.611 8.732 -2.204
C 7.784 5.718 0.614
C 7.681 4.490 1.435
N 7.598 3.539 2.073
H 7.442 6.578 1.190
H 8.820 5.877 0.317
H 7.167 5.619 -0.278
C 2.370 -9.341 -1.216
C 1.349 -8.270 -1.305
N 0.558 -7.441 -1.375
H 2.933 -9.394 -2.147
H 3.056 -9.129 -0.396
H 1.885 -10.300 -1.036
C -1.289 3.136 2.984
C 0.069 3.179 3.570
N 1.124 3.218 4.039
H -2.035 3.265 3.767
H -1.400 3.933 2.249
H -1.448 2.175 2.493
C -5.610 -3.048 -2.352
C -5.125 -4.290 -1.705
N -4.749 -5.250 -1.201
H -5.927 -3.263 -3.372
H -6.456 -2.647 -1.794
H -4.812 -2.305 -2.375
C -2.835 -8.738 1.651
C -1.576 -8.953 2.401
N -0.601 -9.119 2.982
H -3.136 -7.693 1.722
H -2.691 -8.996 0.603
H -3.625 -9.364 2.066
```

Highest occupied orbital energy, eV: -8.4
Frontier orbital gap, eV: 8.90
SMILES string: Cc1ccc(C(C)C)c(OCNC(=O)OCCO)c1.CC#N.CC#N.CC#N.CC#N.CC#N.CC#N.CC#N.CC#N.CC#N.CC#N
Spin multiplicity: 1
LUMO, eV: 0.5

---

Here is the molecule C5H6N2 at a distorted geometry from the OMol25 dataset. Energies are from ωB97M-V/def2-TZVPD.

```
13
C5H6N2, DFT ωB97M-V/def2-TZVPD
N 2.386 0.057 1.576
C 1.820 0.171 0.572
C 1.101 0.297 -0.681
C -0.117 -0.502 -0.947
C -0.889 -0.793 0.331
C -0.921 0.742 0.516
N -0.200 0.977 -0.777
H 1.741 0.524 -1.529
H -0.261 -0.981 -1.913
H -1.874 -1.224 0.147
H -0.366 -1.385 1.087
H -1.921 1.173 0.443
H -0.409 1.157 1.389
```

Energy relative to the best compared isomer or geometry (same formula, charge and spin), kcal per mole: 53.8
Highest occupied orbital energy, eV: -9.8
Frontier orbital gap, eV: 10.79
SMILES string: N#C[C@H]1[C@H]2CCN21
Spin multiplicity: 1
LUMO, eV: 0.9

---

Here is the molecule C13H20N2O4 from the OMol25 dataset. Energies are from ωB97M-V/def2-TZVPD.

```
39
C13H20N2O4, DFT ωB97M-V/def2-TZVPD
C 3.590 -0.430 -3.319
H 3.200 0.540 -3.018
C 2.454 -1.434 -3.461
N 1.747 -1.601 -2.205
C 0.658 -0.839 -1.861
O 0.155 -0.020 -2.587
C 0.184 -1.281 -0.479
N 0.190 -0.231 0.533
C -0.171 1.112 0.118
C -1.655 1.266 -0.219
H -1.865 2.301 -0.493
H -1.887 0.642 -1.083
C -2.550 0.846 0.960
C -2.603 1.955 1.994
O -3.537 2.706 2.112
O -1.506 2.041 2.756
C -1.500 3.081 3.724
H -2.319 2.942 4.433
H -0.541 3.021 4.231
H -1.620 4.051 3.238
C -2.097 -0.507 1.524
C -0.577 -0.596 1.713
H -0.309 -1.612 2.011
H -0.272 0.085 2.510
H -2.588 -0.697 2.479
H -2.423 -1.285 0.828
H -3.581 0.755 0.599
H 0.431 1.400 -0.743
H 0.092 1.769 0.951
C 1.174 -2.387 -0.086
C 2.110 -2.539 -1.262
O 3.006 -3.328 -1.397
H 1.756 -2.086 0.786
H 0.702 -3.344 0.134
H -0.825 -1.699 -0.635
H 2.844 -2.414 -3.747
H 1.727 -1.089 -4.200
H 4.105 -0.321 -4.269
H 4.302 -0.773 -2.572
```

Energy relative to the best compared isomer or geometry (same formula, charge and spin), kcal per mole: 0.0
Highest occupied orbital energy, eV: -8.7
Frontier orbital gap, eV: 9.38
SMILES string: CCN1C(=O)C[C@@H](N2CCC(C(=O)OC)CC2)C1=O
Spin multiplicity: 1
LUMO, eV: 0.7

---

Here is a cluster of 2 separate species, C2H7N4O in total at a distorted geometry from the OMol25 dataset. Energies are from ωB97M-V/def2-TZVPD.

```
14
C2H7N4O, DFT ωB97M-V/def2-TZVPD
C -1.731 0.075 -0.397
C 2.357 0.394 -0.069
N 1.684 1.181 0.526
N -1.110 -0.965 -0.017
N 0.261 -1.035 0.437
N -1.079 1.235 -0.365
O 2.821 -0.271 -0.886
H -2.674 -0.101 -0.751
H 0.288 -1.873 1.046
H 1.718 1.289 1.535
H -1.596 -1.903 -0.167
H 0.838 -1.208 -0.324
H -1.673 2.092 -0.526
H -0.103 1.087 -0.043
```

Energy relative to the best compared isomer or geometry (same formula, charge and spin), kcal per mole: 40.3
Highest occupied orbital energy, eV: -14.5
Frontier orbital gap, eV: 11.23
Spin multiplicity: 1
Charge: +1
LUMO, eV: -3.3